Entry 1:
Below is C45H43IrN8O4S2Te as an isolated structure at a distorted geometry, with properties calculated with ωB97M-V/def2-TZVPD.

Element x y z (Å)
1 H 4.297 3.119 4.862
2 H -2.222 5.373 -0.009
3 H -3.907 0.375 -2.404
4 C -1.495 4.614 0.217
5 C 0.137 -1.855 2.484
6 H -8.637 -1.230 -2.565
7 H 3.095 1.781 2.938
8 H 2.455 3.571 9.915
9 H 1.162 -2.854 -3.368
10 O -0.150 1.421 -1.398
11 Ir -0.560 -0.151 0.086
12 C 3.143 -2.500 -2.679
13 C 2.062 -0.967 -0.681
14 C -1.034 -3.552 -2.185
15 H 0.411 0.071 -4.064
16 H -1.841 1.248 2.894
17 H 1.917 0.783 4.924
18 C 1.354 1.092 4.056
19 C -1.346 -4.063 1.769
20 H -0.242 -4.063 -1.652
21 H 0.737 -2.995 4.193
22 C -0.624 -4.092 2.952
23 C -2.017 -4.276 -2.842
24 C -4.470 0.537 -1.490
25 H 2.266 2.336 -4.956
26 N -0.140 1.570 1.669
27 H 1.253 1.958 -2.193
28 H 5.073 -1.991 -1.831
29 H -1.462 1.558 -4.646
30 N 3.080 3.178 9.234
31 C -0.937 2.059 -2.173
32 C -1.092 -2.160 -2.167
33 H -3.840 -4.197 -3.975
34 H -4.810 1.571 -1.493
35 S 1.852 3.691 3.492
36 C 1.250 3.893 6.140
37 C -3.127 -2.239 -3.461
38 C -7.756 -1.290 -1.940
39 C -5.508 -1.414 -0.305
40 H 4.073 -0.567 -0.045
41 N 1.711 2.701 0.681
42 H -8.454 -2.999 -0.844
43 N -0.506 2.789 1.051
44 H -2.594 3.144 1.374
45 H 2.658 1.043 -3.799
46 C -3.069 -3.626 -3.475
47 H -0.636 -4.970 3.584
48 C 4.003 -1.870 -1.748
49 H 0.263 4.183 5.808
50 H 0.775 -1.034 2.777
51 C -0.008 0.905 4.001
52 H -1.966 -5.357 -2.846
53 C 1.783 -2.377 -2.625
54 C -6.732 -0.374 -2.100
55 C 2.238 3.641 5.198
56 H -0.406 3.784 -3.381
57 C 0.606 3.328 0.503
58 O 2.859 4.446 2.801
59 C -0.761 1.254 2.905
60 C -0.182 2.721 -3.349
61 C -6.537 -2.341 -0.158
62 C -1.679 3.499 0.933
63 H 0.774 3.982 8.222
64 O 0.457 4.040 3.352
65 H -0.382 2.653 -5.512
66 C 1.175 -1.603 -1.591
67 H -6.459 -3.110 0.600
68 C 2.815 3.378 7.905
69 H 1.805 3.367 -2.911
70 H 4.806 2.871 7.257
71 O -2.154 2.140 -2.125
72 N 1.294 2.506 -3.089
73 N 1.432 -0.145 0.227
74 H -2.151 -0.426 -2.808
75 C -0.458 1.977 -4.659
76 H -3.643 -2.308 0.259
77 C -1.330 -2.932 0.964
78 C -5.599 -0.437 -1.291
79 N 2.055 0.408 1.163
80 C 3.808 3.146 6.940
81 C 1.416 1.641 1.622
82 C 0.132 -2.983 3.295
83 C 3.463 -1.097 -0.763
84 H -6.810 0.398 -2.855
85 C -4.278 -1.483 0.560
86 H 4.037 3.086 9.524
87 C 3.521 3.277 5.600
88 H -4.504 -1.594 1.618
89 C 1.539 3.775 7.484
90 Te -3.214 0.335 0.220
91 H -0.523 0.452 4.838
92 C -2.140 -1.512 -2.814
93 N -0.146 -1.366 -1.476
94 H -1.920 -4.929 1.461
95 H 0.816 0.540 -5.720
96 C -7.656 -2.280 -0.970
97 S 0.180 4.809 -0.290
98 C 0.646 0.917 -4.714
99 C -0.619 -1.781 1.310
100 H -1.873 -2.970 0.032
101 C 2.017 1.913 3.013
102 H 3.578 -3.095 -3.472
103 C 1.862 1.670 -4.195
104 H -3.942 -1.724 -3.954

Forces on atoms 1 to 3 (eV/Å):
0.0093 -0.0080 -0.0053
-0.0372 -0.0252 -0.0472
-0.0567 -0.0380 0.0805

Computed properties:
expectation value of S²: 0.7802
HOMO-LUMO gap (spin up / spin down): 6.427 / 6.239 eV
energy relative to the best compared isomer or geometry (same formula, charge and spin): 77.6 kcal/mol
M: 1143.842 g mol⁻¹
charge: +1
2S+1: 2
E_HOMO (spin up / spin down): -9.67 / -9.69 eV
energy: -99268.77448 eV

---

Entry 2:
Below is a 2-piece molecular cluster, C45H43N2O2 overall at a distorted geometry, with properties calculated with ωB97M-V/def2-TZVPD.

Element x y z (Å)
1 H -2.491 -0.574 -0.035
2 H -3.031 0.616 -1.256
3 C 0.475 0.477 5.047
4 H 0.078 2.301 -4.803
5 C -1.293 5.096 -0.125
6 O -1.271 0.142 2.052
7 C -2.201 -0.148 7.682
8 C -2.152 2.948 3.771
9 H -1.738 -3.915 -5.253
10 C -1.445 1.906 4.573
11 H -1.196 3.634 1.452
12 H -1.536 3.837 3.581
13 H -3.198 -5.342 -6.685
14 H 2.616 0.682 4.764
15 C -1.477 0.420 6.499
16 C 2.253 -5.518 -0.775
17 N 1.332 2.416 1.132
18 H -3.014 -0.817 7.372
19 C -1.210 -6.918 -3.732
20 C -1.350 3.808 0.380
21 H 2.306 5.656 -1.020
22 C -2.794 -7.155 -5.556
23 C 3.438 -4.990 -0.277
24 C 2.268 2.883 2.059
25 H 1.685 -0.072 0.743
26 H -2.650 0.648 8.288
27 C -1.608 2.690 -0.450
28 C 1.817 3.615 -0.948
29 H 1.784 1.893 -5.089
30 C -1.502 1.344 0.020
31 C 0.253 1.923 1.824
32 C 1.199 1.284 -2.375
33 H 0.331 -0.573 -0.313
34 C 1.347 2.493 -3.061
35 C -1.581 5.328 -1.470
36 H 1.284 5.240 0.366
37 C 2.131 4.894 -0.246
38 H -1.543 6.342 -1.866
39 H -2.123 -8.782 -4.285
40 O 0.396 -5.350 -2.188
41 C -0.877 1.098 1.346
42 H 4.147 -5.634 0.240
43 C 2.943 -2.838 -1.283
44 C -0.338 -3.280 -3.117
45 C -2.045 -7.717 -4.508
46 C 1.516 2.425 -0.277
47 C -2.657 -5.791 -5.849
48 C -2.152 0.229 -0.712
49 H 1.870 4.570 -2.874
50 H -2.523 2.543 2.818
51 H 4.634 -3.198 -0.019
52 H -2.205 2.133 -2.483
53 H 3.265 -1.823 -1.550
54 C -1.956 2.963 -1.813
55 H -1.507 -0.719 8.306
56 H -0.637 -7.373 -2.925
57 H 3.199 3.325 1.741
58 C -1.842 -4.984 -5.056
59 H -3.474 -7.777 -6.144
60 H 0.958 0.376 -2.935
61 C 1.325 -0.099 -0.295
62 H 1.842 -0.512 3.687
63 C -2.088 1.385 5.700
64 C 1.346 1.226 -0.982
65 C -0.195 -0.017 6.170
66 H -3.038 3.272 4.339
67 H 3.035 4.828 0.372
68 C 1.683 -3.325 -1.761
69 H 1.293 3.594 -4.894
70 H -2.104 4.426 -3.374
71 C 1.795 2.632 3.283
72 H 2.229 2.801 4.255
73 C 0.695 -2.601 -2.476
74 C 1.422 -4.694 -1.527
75 H -1.455 -0.208 -1.459
76 H 2.053 -0.864 5.409
77 H -1.074 -2.760 -3.731
78 C 1.113 2.571 -4.543
79 H -1.007 5.916 0.538
80 H 1.994 -0.763 -0.847
81 C -1.908 4.256 -2.312
82 C 3.747 -3.634 -0.484
83 H 0.295 -0.767 6.794
84 C -0.378 -4.666 -3.074
85 H 1.972 -6.559 -0.617
86 C -1.146 -5.521 -3.941
87 H 0.809 -1.531 -2.634
88 C 1.708 3.629 -2.343
89 C -0.165 1.436 4.252
90 N 0.560 1.984 3.147
91 H -3.087 1.746 5.954
92 C 1.818 -0.069 4.693

Forces on atoms 1 to 3 (eV/Å):
0.2355 0.3224 -0.2118
0.2767 -0.3822 0.1135
-0.5095 0.1799 -0.0786

Computed properties:
HOMO-LUMO gap: 2.655 eV
M: 643.851 g mol⁻¹
charge: +1
E_HOMO: -7.65 eV
energy: -54430.55908 eV

---

Entry 3:
Below is C45H44BiNP2 as an isolated structure at a distorted geometry, with properties calculated with ωB97M-V/def2-TZVPD.

Element x y z (Å)
1 C -2.892 3.729 -0.428
2 N -4.597 -0.538 -1.503
3 H -4.847 -2.616 -1.776
4 H 3.827 4.304 4.662
5 H -4.622 -2.035 0.454
6 H 3.114 -2.171 -6.284
7 C 2.467 4.080 1.020
8 C 5.792 -2.560 -1.165
9 H -2.649 -3.602 -2.463
10 C -1.349 -5.056 -1.521
11 H -2.188 2.754 5.973
12 H -4.229 -1.729 -3.177
13 C 3.410 -2.176 -0.884
14 H 6.699 -2.482 -1.767
15 C -2.686 -1.086 0.007
16 H 2.507 0.161 -6.930
17 C -0.107 0.415 3.663
18 C -0.849 -1.954 1.307
19 H -0.619 -1.161 5.047
20 H 1.962 2.741 4.134
21 C 3.989 5.035 2.628
22 H -3.127 0.810 -0.959
23 C 1.575 0.262 -3.665
24 H -1.272 -3.658 2.577
25 H 4.823 5.703 2.853
26 H 2.720 -2.953 -3.949
27 H 2.603 -2.715 1.060
28 H 1.881 -4.491 -0.578
29 C 2.689 -1.490 -5.540
30 H -3.560 5.734 -0.848
31 C 4.694 -3.244 0.888
32 C -1.641 -3.812 -2.087
33 H 6.768 -3.634 0.434
34 C -5.655 0.113 -0.771
35 C 2.349 -0.182 -5.908
36 H -1.677 6.821 0.359
37 C -0.778 4.947 0.973
38 C 1.973 -1.034 -3.269
39 C -0.084 -5.292 -0.967
40 C -0.345 1.754 3.278
41 C -0.659 -2.838 -2.167
42 C 1.785 0.692 -4.970
43 C -1.438 0.747 5.647
44 H 2.115 3.962 -0.007
45 H 1.497 1.706 -5.254
46 C 2.487 -1.923 -4.230
47 C -3.021 -2.945 1.568
48 H -5.942 -1.551 -2.689
49 H -1.326 3.621 3.801
50 H -3.670 3.238 -1.023
51 C 3.490 -2.712 0.425
52 P 1.786 -1.632 -1.542
53 H -2.566 -0.441 -2.035
54 H 2.136 0.542 0.425
55 C 3.433 4.255 3.646
56 H 0.539 -0.210 3.050
57 C -3.203 -0.264 -1.149
58 C 0.617 -3.051 -1.587
59 H 0.115 -6.258 -0.491
60 Bi 0.492 0.486 -0.339
61 C -3.538 -2.002 0.661
62 H -5.758 -0.276 0.255
63 H 1.936 1.548 -0.763
64 C 1.828 3.376 2.064
65 C -0.712 -0.099 4.804
66 H -2.037 1.864 0.194
67 H -1.870 0.363 6.572
68 C 0.891 -4.293 -1.000
69 C -1.965 2.950 0.247
70 H 4.742 -3.686 1.884
71 C 3.540 4.918 1.309
72 C -1.748 5.733 0.340
73 H -3.685 -3.686 2.013
74 C -1.335 -1.051 0.408
75 C -4.913 -1.660 -2.326
76 C 2.381 3.388 3.359
77 P 0.326 2.407 1.713
78 H 0.072 5.423 1.469
79 H 4.020 5.471 0.500
80 H 0.212 -1.958 1.608
81 C -1.676 -2.925 1.880
82 C -1.629 2.097 5.304
83 C 5.830 -3.208 0.074
84 C -2.810 5.124 -0.347
85 H -5.486 1.196 -0.686
86 H 4.578 -1.427 -2.553
87 C 4.600 -1.994 -1.621
88 H -0.881 -1.892 -2.666
89 H -6.596 -0.063 -1.296
90 C -0.902 3.549 0.962
91 C -1.120 2.585 4.099
92 H 1.101 0.942 -2.954
93 H -2.126 -5.826 -1.468

Forces on atoms 1 to 3 (eV/Å):
-0.0308 -0.0002 0.1336
1.1241 1.1349 -0.1743
-0.1310 -0.0696 -0.1935

Computed properties:
HOMO-LUMO gap (spin up / spin down): 4.868 / 4.290 eV
M: 869.782 g mol⁻¹
charge: +2
E_HOMO (spin up / spin down): -12.45 / -12.45 eV
energy: -73267.17518 eV

---

Entry 4:
Below is C45H44Cl2NO5PbSSb as an isolated structure, with properties calculated with ωB97M-V/def2-TZVPD.

Element x y z (Å)
1 H 7.398 2.896 -2.641
2 C 0.797 2.373 -3.046
3 C -1.014 0.627 2.655
4 H 0.740 1.451 -3.613
5 H -7.154 1.024 4.039
6 C 1.237 -2.280 1.705
7 C 1.820 4.530 -2.660
8 H -0.983 4.180 -0.780
9 H 4.456 3.408 0.437
10 C -0.215 3.914 -1.498
11 C 5.152 -4.101 -4.119
12 H 4.104 2.180 -7.619
13 H -2.072 -1.183 2.265
14 C -0.703 -2.789 0.513
15 H -1.710 -2.335 -3.726
16 H 4.646 1.604 -5.292
17 H 6.592 4.076 -0.622
18 O 0.165 -1.739 0.928
19 H -5.844 0.145 -3.881
20 C -1.188 1.560 -1.931
21 H 2.825 -1.691 2.961
22 C -5.637 0.772 2.550
23 H -3.144 -2.166 -2.684
24 H 3.110 1.590 -0.536
25 C 2.301 1.016 -7.660
26 O 3.106 -0.805 1.119
27 C 3.756 1.191 -5.751
28 C -5.387 -0.587 -0.598
29 H 6.068 1.071 -3.620
30 Pb 0.473 0.726 -0.369
31 H 1.072 -0.777 -5.054
32 H 3.587 -2.589 0.136
33 Cl -5.906 -1.813 0.516
34 C -2.051 -0.443 3.070
35 H -1.903 -0.883 -2.702
36 O -0.124 0.926 3.442
37 H 0.548 -0.200 -7.406
38 C 0.801 4.820 -1.759
39 H 1.730 -0.360 2.544
40 C 6.009 -1.839 -2.744
41 H -3.300 -0.211 5.443
42 H 2.557 3.062 -4.039
43 C 1.448 0.186 -6.944
44 O -1.143 1.113 1.455
45 C 6.849 -2.941 -2.867
46 H 0.806 5.771 -1.237
47 H -1.185 -3.220 1.397
48 C 1.746 -0.146 -5.629
49 H -2.783 0.748 0.985
50 Cl -2.660 2.289 -0.956
51 C -3.916 1.127 -1.307
52 H -5.645 0.414 5.917
53 H 7.074 -4.927 -3.644
54 C -5.916 -0.629 -1.878
55 C -2.070 -1.964 -2.767
56 H 4.554 -2.219 1.589
57 C 4.806 2.901 -0.454
58 C 3.448 1.523 -7.063
59 O -1.345 -2.653 -1.762
60 H 4.813 -4.985 -4.644
61 H -2.726 -2.655 -0.223
62 H 2.612 5.242 -2.853
63 C 1.798 3.298 -3.303
64 C 4.492 1.227 -2.150
65 C -1.731 -2.263 -0.462
66 C 4.043 1.880 -1.005
67 C 4.742 -1.865 -3.320
68 C -5.434 0.198 -2.881
69 H -0.126 -3.573 0.013
70 C -0.267 2.648 -2.138
71 Sb 3.338 -0.291 -3.072
72 H -6.280 1.072 1.731
73 C 4.311 -3.004 -4.000
74 H 6.343 -0.973 -2.187
75 C 2.904 0.352 -5.040
76 C -4.322 0.403 2.283
77 H 4.787 -1.284 0.097
78 C 6.456 2.614 -2.186
79 N -3.782 0.482 0.988
80 C -6.120 0.756 3.848
81 C 5.702 1.589 -2.742
82 C -3.964 0.059 4.628
83 H 2.066 1.276 -8.685
84 H 7.836 -2.919 -2.420
85 H 3.311 -3.036 -4.422
86 C 2.235 -1.243 2.152
87 C 6.005 3.271 -1.048
88 H 0.810 -2.761 2.592
89 H -3.973 1.714 -3.352
90 H -1.666 -0.910 3.972
91 C -5.281 0.408 4.896
92 C 6.421 -4.068 -3.555
93 C -4.402 1.070 -2.594
94 C -3.463 0.037 3.330
95 S 1.531 -1.319 -2.130
96 C 4.046 -1.784 0.719
97 H 1.746 -3.052 1.117
98 H -6.694 -1.353 -2.086
99 H -1.779 -1.166 -0.387
100 C -4.378 0.336 -0.240

Forces on atoms 1 to 3 (eV/Å):
-0.0237 0.0033 0.0045
0.0281 0.0132 -0.0131
0.1674 0.0585 0.0523

Computed properties:
HOMO-LUMO gap: 6.521 eV
M: 1110.782 g mol⁻¹
E_HOMO: -6.30 eV
energy: -106767.25951 eV

---

Entry 5:
Below is C45H45CuN2O2P2Te4 as an isolated structure at a distorted geometry, with properties calculated with ωB97M-V/def2-TZVPD.

Element x y z (Å)
1 C -4.484 -1.066 -1.086
2 C 5.082 -1.849 -1.262
3 C 2.687 -0.457 -1.064
4 C 0.808 -3.785 1.793
5 H 3.478 -3.066 -0.439
6 C -3.366 -0.997 -0.250
7 H 4.790 1.605 0.872
8 N 4.253 1.701 -1.329
9 C -1.623 -1.479 -2.571
10 C 2.103 1.194 5.379
11 H -3.502 -3.739 -1.921
12 C 3.254 0.755 4.737
13 H 3.202 3.416 -2.043
14 C -2.865 -4.189 -1.168
15 C -2.018 -0.200 -4.697
16 H -1.856 -7.134 2.785
17 H -6.579 -0.672 -1.329
18 H 5.540 1.805 -0.700
19 H 5.510 -2.671 -1.816
20 H -0.043 1.256 5.322
21 C 5.724 -0.489 -1.386
22 C 0.859 0.921 4.825
23 C -5.726 -0.610 -0.663
24 H 1.038 2.577 -1.379
25 C -2.970 -5.552 -0.925
26 H 2.763 -1.278 -0.246
27 H 1.179 1.275 -2.533
28 H 4.078 -0.288 3.073
29 C 0.892 -5.139 2.109
30 C -1.397 -1.184 -5.406
31 H 3.842 -2.707 2.869
32 C 2.425 1.469 0.689
33 C 3.001 -3.360 2.668
34 P 1.677 -1.161 1.408
35 H 2.144 -6.601 3.087
36 H -0.394 -6.925 3.750
37 Te -1.297 4.549 -1.715
38 C -4.782 -0.016 1.460
39 C 4.161 0.024 -1.528
40 H 6.596 -0.332 -2.005
41 C 1.913 -0.230 2.970
42 H 5.046 -0.478 -0.837
43 H -1.470 -5.555 3.469
44 H 4.228 0.962 5.166
45 H -2.265 -7.234 0.169
46 C 1.864 -2.880 2.029
47 C -3.537 -0.469 1.032
48 C -0.954 -2.455 -3.347
49 Te -0.591 2.662 0.201
50 C -1.954 -3.417 -0.460
51 C 3.160 0.048 3.546
52 O -0.927 -0.002 1.404
53 H -3.695 -6.141 -1.476
54 H -4.403 -1.484 -2.084
55 C 3.080 -4.691 3.053
56 C 1.679 1.751 -1.679
57 O -0.342 -3.252 1.271
58 H 3.331 2.076 -3.218
59 P -1.705 -1.604 -0.742
60 C -2.148 -6.168 0.009
61 C 0.342 -7.366 1.117
62 H -2.614 0.511 -2.707
63 H -0.332 -3.097 -5.290
64 C -0.249 -6.084 1.734
65 C -1.156 -4.065 0.505
66 H 1.013 -7.884 1.805
67 C 0.766 0.215 3.631
68 N 1.752 0.745 -0.543
69 H -4.893 0.386 2.460
70 H -2.413 0.672 -5.199
71 C -5.878 -0.084 0.612
72 H 4.057 3.173 0.382
73 C 3.126 2.337 -2.180
74 H -0.217 0.007 3.214
75 H 1.779 2.295 1.054
76 H 5.227 2.080 -1.653
77 H 3.967 -5.050 3.563
78 C 2.040 -5.569 2.773
79 C -0.848 -2.329 -4.725
80 C 3.995 2.065 0.286
81 H 0.908 -7.139 0.210
82 C -1.203 -5.439 0.727
83 H 4.335 -0.177 -2.616
84 H -1.300 -1.095 -6.482
85 C 3.259 -0.891 0.384
86 H 2.190 -0.971 -1.913
87 H 2.175 1.745 6.310
88 C -2.132 -0.319 -3.270
89 H -0.496 -3.318 -2.873
90 H -2.698 -0.415 1.712
91 C -1.036 -6.444 3.005
92 Te -1.301 2.856 -3.944
93 H -0.431 -8.090 0.854
94 Te -0.580 0.507 -2.554
95 C 3.905 -2.074 -0.451
96 H 2.499 0.777 1.530
97 C 5.062 0.688 -0.607
98 Cu -0.065 0.037 0.012
99 H -6.848 0.268 0.944
100 H 3.343 1.401 0.808
101 C 3.835 0.442 0.242

Forces on atoms 1 to 3 (eV/Å):
0.0277 -0.0659 -0.2027
-0.9057 -1.9052 1.4625
-1.8843 6.8340 -4.1578

Computed properties:
expectation value of S²: 1.1908
HOMO-LUMO gap (spin up / spin down): 3.810 / 3.726 eV
energy relative to the best compared isomer or geometry (same formula, charge and spin): 1449.7 kcal/mol
M: 1281.761 g mol⁻¹
charge: -1
2S+1: 2
E_HOMO (spin up / spin down): -2.16 / -2.28 eV
energy: -146797.12108 eV